{"formula": "C13H18Cl2N3O5P", "method": "wB97M-V/def2-TZVPD", "symbols": ["C", "C", "O", "P", "O", "O", "C", "C", "C", "N", "C", "O", "N", "C", "C", "C", "C", "Cl", "C", "Cl", "C", "C", "N", "O", "H", "H", "H", "H", "H", "H", "H", "H", "H", "H", "H", "H", "H", "H", "H", "H", "H", "H"], "positions_angstrom": [[-2.246, 3.886, -3.542], [-0.877, 3.869, -2.885], [-1.005, 3.775, -1.465], [-0.364, 2.563, -0.641], [0.803, 1.919, -1.250], [-0.027, 3.217, 0.759], [-0.934, 4.094, 1.441], [-1.268, 3.543, 2.816], [-1.673, 1.275, -0.325], [-0.999, 0.260, 0.439], [-1.372, -0.015, 1.722], [-2.325, 0.492, 2.275], [-0.578, -0.926, 2.387], [0.421, -1.767, 1.910], [1.449, -2.153, 2.771], [2.453, -2.993, 2.335], [2.457, -3.466, 1.031], [3.724, -4.500, 0.490], [1.419, -3.108, 0.175], [1.374, -3.706, -1.439], [0.403, -2.275, 0.611], [-2.125, 0.788, -1.693], [-1.228, 0.000, -2.322], [-3.192, 1.098, -2.173], [-2.813, 4.745, -3.193], [-2.128, 3.955, -4.620], [-2.802, 2.985, -3.300], [-0.265, 3.037, -3.247], [-0.345, 4.804, -3.086], [-1.838, 4.231, 0.842], [-0.422, 5.057, 1.527], [-0.354, 3.373, 3.378], [-1.883, 4.261, 3.351], [-1.812, 2.605, 2.739], [-2.533, 1.645, 0.237], [-0.031, 0.106, 0.190], [-0.759, -0.960, 3.381], [1.459, -1.789, 3.787], [3.249, -3.283, 3.003], [-0.416, -2.058, -0.054], [-1.434, -0.275, -3.270], [-0.265, -0.009, -2.030]], "homo_energy_ev": -8.853, "relative_energy_ev": 0.131, "orbital_gap_ha": 0.348}

=====

{"formula": "C13H18ClN3O4", "method": "wB97M-V/def2-TZVPD", "symbols": ["C", "O", "C", "O", "C", "C", "C", "C", "Cl", "C", "C", "N", "H", "H", "H", "H", "H", "H", "H", "H", "C", "N", "C", "O", "C", "N", "C", "C", "O", "H", "H", "H", "H", "H", "H", "H", "H", "H", "H"], "positions_angstrom": [[-4.159, -0.065, -4.257], [-3.878, -1.167, -3.379], [-2.701, -1.083, -2.695], [-1.942, -0.115, -2.746], [-2.352, -2.237, -1.823], [-3.288, -3.284, -1.677], [-3.019, -4.389, -0.866], [-1.816, -4.477, -0.174], [-1.487, -5.864, 0.835], [-0.880, -3.451, -0.301], [-1.131, -2.349, -1.117], [-0.135, -1.397, -1.218], [-4.239, 0.872, -3.695], [-5.107, -0.237, -4.775], [-3.371, 0.042, -5.011], [-4.244, -3.255, -2.195], [-3.748, -5.187, -0.770], [0.063, -3.526, 0.227], [0.406, -1.173, -0.382], [-0.402, -0.587, -1.789], [0.242, 3.744, 2.111], [0.291, 2.477, 1.380], [1.359, 1.897, 0.824], [1.228, 0.804, 0.280], [2.725, 2.608, 0.805], [3.764, 1.872, 1.533], [3.885, 1.880, 2.859], [4.963, 0.997, 3.445], [3.178, 2.558, 3.593], [0.958, 3.730, 2.936], [0.474, 4.576, 1.443], [-0.757, 3.895, 2.525], [-0.561, 1.941, 1.318], [2.637, 3.609, 1.223], [3.028, 2.713, -0.236], [4.366, 1.262, 1.004], [5.011, 1.166, 4.519], [4.720, -0.046, 3.252], [5.922, 1.244, 2.995]], "homo_energy_ev": -7.976, "orbital_gap_ha": 0.317}

=====

{"formula": "C13H18F2NO6", "method": "wB97M-V/def2-TZVPD", "symbols": ["C", "C", "C", "C", "C", "C", "N", "C", "H", "H", "H", "H", "H", "H", "H", "H", "H", "H", "H", "H", "C", "C", "O", "C", "O", "O", "F", "H", "H", "H", "C", "C", "O", "C", "O", "O", "F", "H", "H", "H"], "positions_angstrom": [[-0.813, 0.028, 2.323], [-1.000, -0.488, 1.109], [-2.207, -0.186, 0.239], [-3.472, -0.292, 1.072], [-3.780, -1.657, 1.714], [-5.196, -1.484, 2.107], [-5.759, -0.608, 1.362], [-4.824, 0.028, 0.409], [-1.167, 1.029, 2.559], [-0.330, -0.537, 3.111], [-0.256, -1.144, 0.667], [-2.164, 0.825, -0.183], [-2.259, -0.910, -0.573], [-3.450, 0.406, 1.916], [-3.077, -2.029, 2.452], [-3.852, -2.454, 0.950], [-5.716, -2.031, 2.885], [-6.733, -0.334, 1.417], [-4.981, -0.186, -0.649], [-5.004, 1.103, 0.489], [2.423, -1.207, -3.202], [2.875, -1.912, -1.944], [1.692, -1.893, -1.154], [0.636, -1.873, -2.010], [-0.486, -2.109, -1.689], [1.031, -1.558, -3.253], [3.856, -1.233, -1.313], [2.525, -0.124, -3.113], [2.940, -1.544, -4.096], [3.194, -2.946, -2.086], [3.857, 2.811, 0.568], [5.319, 3.077, 0.278], [5.526, 2.334, -0.910], [4.340, 2.270, -1.568], [4.208, 1.951, -2.701], [3.322, 2.631, -0.747], [6.127, 2.600, 1.251], [3.733, 1.892, 1.143], [3.360, 3.631, 1.078], [5.565, 4.124, 0.094]], "homo_energy_ev": -12.078, "charge": 1, "orbital_gap_ha": 0.289}

=====

{"formula": "C13H18F5I2O2OsP2", "method": "wB97M-V/def2-TZVPD", "symbols": ["I", "I", "Os", "P", "C", "C", "H", "H", "H", "H", "H", "H", "C", "H", "H", "H", "P", "C", "C", "H", "H", "H", "C", "H", "H", "H", "H", "H", "H", "C", "O", "F", "C", "C", "F", "C", "F", "C", "O", "C", "F", "C", "F"], "positions_angstrom": [[0.032, -1.050, -4.256], [-0.066, 1.363, -2.687], [-0.035, 0.234, -0.035], [-2.265, -0.135, -0.224], [-3.216, 1.389, 0.166], [-2.790, -0.756, -1.833], [-3.850, -0.995, -1.830], [-3.915, -1.579, 0.766], [-2.190, -1.630, -2.084], [-2.255, -2.314, 0.732], [-2.935, 2.197, -0.525], [-2.586, -0.016, -2.603], [-2.842, -1.412, 0.937], [-4.297, 1.188, 0.083], [-2.633, -1.122, 1.979], [-2.952, 1.723, 1.184], [2.216, -0.062, -0.117], [3.161, 1.481, 0.320], [2.836, -1.342, 1.004], [2.255, -1.463, -2.029], [3.861, -0.740, -1.774], [2.534, 0.185, -2.481], [2.793, -0.567, -1.739], [2.267, -2.246, 0.795], [3.906, -1.522, 0.859], [4.254, 1.297, 0.291], [2.850, 1.819, 1.327], [2.628, -1.067, 2.046], [2.891, 2.284, -0.388], [-0.050, 2.084, 0.070], [-0.024, 3.271, -0.004], [-0.142, 0.147, 7.344], [-0.256, -0.117, 6.036], [-0.799, 0.836, 5.153], [-1.321, 1.969, 5.672], [-0.689, 0.674, 3.781], [-1.099, 1.616, 2.897], [-0.055, -0.492, 3.246], [0.119, -0.660, 1.981], [0.408, -1.485, 4.191], [0.984, -2.624, 3.707], [0.352, -1.292, 5.559], [0.948, -2.162, 6.414]], "homo_energy_ev": [-18.221, -19.101], "charge": 3, "spin_multiplicity": 5, "relative_energy_ev": 0.000, "orbital_gap_ha": [0.242, 0.201]}

=====

{"formula": "C13H18N", "method": "wB97M-V/def2-TZVPD", "symbols": ["C", "C", "C", "C", "C", "C", "C", "C", "C", "C", "C", "C", "C", "N", "H", "H", "H", "H", "H", "H", "H", "H", "H", "H", "H", "H", "H", "H", "H", "H", "H", "H"], "positions_angstrom": [[4.058, -0.076, 0.389], [3.428, -1.079, -0.416], [3.351, 0.993, 0.925], [2.145, -0.865, -0.798], [2.003, 1.000, 0.779], [1.398, 0.186, -0.212], [0.154, -2.438, 0.787], [-0.596, -1.928, -0.160], [-0.084, 0.536, -0.575], [-1.096, -0.559, -0.400], [-0.378, 1.552, -1.551], [-2.360, -0.446, -1.121], [-1.918, 1.198, 1.537], [-0.944, 0.308, 0.860], [5.150, -0.319, 0.654], [4.102, -1.730, -0.903], [3.813, 1.499, 1.767], [1.554, -1.503, -1.532], [1.502, 1.896, 1.048], [0.674, -3.320, 0.446], [0.364, -1.881, 1.648], [-0.795, -2.495, -1.033], [-0.987, 1.135, -2.313], [0.571, 1.768, -1.956], [-0.839, 2.331, -1.033], [-3.248, -1.044, -0.875], [-2.163, -0.724, -2.142], [-2.642, 0.600, -1.156], [-1.422, 1.608, 2.322], [-2.327, 1.751, 0.742], [-2.731, 0.590, 2.038], [-0.387, -0.126, 1.589]], "homo_energy_ev": [-8.665, -12.849], "charge": 1, "spin_multiplicity": 3, "relative_energy_ev": 2.658, "orbital_gap_ha": [0.230, 0.248]}

=====

{"formula": "C13H18N2O5", "method": "wB97M-V/def2-TZVPD", "symbols": ["C", "O", "C", "O", "C", "C", "N", "C", "O", "N", "C", "C", "C", "O", "C", "C", "C", "C", "O", "C", "H", "H", "H", "H", "H", "H", "H", "H", "H", "H", "H", "H", "H", "H", "H", "H", "H", "H"], "positions_angstrom": [[4.428, -1.126, 1.781], [3.072, -0.778, 2.029], [2.274, -1.794, 2.378], [2.657, -2.890, 2.673], [0.822, -1.309, 2.505], [-0.099, -2.482, 2.833], [0.427, -0.647, 1.280], [0.869, -1.103, 0.082], [1.693, -1.990, -0.023], [0.364, -0.482, -1.039], [-0.663, 0.445, -1.182], [-1.810, 0.432, -0.408], [-2.822, 1.375, -0.601], [-3.889, 1.265, 0.242], [-4.966, 2.154, 0.074], [-2.685, 2.323, -1.601], [-1.554, 2.318, -2.411], [-0.543, 1.397, -2.218], [0.604, 1.309, -2.965], [0.761, 2.192, -4.048], [4.952, -0.194, 1.588], [4.479, -1.787, 0.914], [4.852, -1.639, 2.647], [0.802, -0.565, 3.310], [-1.123, -2.137, 2.957], [-0.055, -3.207, 2.026], [0.234, -2.965, 3.746], [-0.179, 0.154, 1.323], [0.916, -0.634, -1.873], [-1.969, -0.331, 0.337], [-4.661, 3.192, 0.239], [-5.701, 1.872, 0.827], [-5.413, 2.060, -0.921], [-3.444, 3.066, -1.781], [-1.481, 3.058, -3.191], [-0.041, 2.072, -4.784], [1.713, 1.929, -4.506], [0.797, 3.234, -3.715]], "homo_energy_ev": -8.093, "relative_energy_ev": 1.207, "orbital_gap_ha": 0.321}